[1]
Computed, not measured: a structure of composition C3H7ClNO3S at a distorted geometry, with wB97M-V/def2-TZVPD.

The geometry in XYZ format:
```
16
Properties=species:S:1:pos:R:3:lowdin_charge:R:1
Cl -1.51099 -2.86345 0.34663 -0.27
S 1.62186 1.72013 1.92025 0.39
O 0.96622 2.14147 3.10665 -0.32
O 1.59325 2.73844 0.87516 -0.35
O 2.84545 1.00026 1.95893 -0.31
N 0.44716 0.53767 1.30507 0.03
C 0.56840 0.25538 -0.00056 -0.38
C -0.64877 -0.25234 -0.66551 -0.12
C 1.82418 0.24931 -0.65868 -0.05
H 1.72101 -0.41986 -1.50243 0.09
H 2.72746 0.03650 -0.02258 0.10
H -0.95210 -1.40514 -0.25286 -0.19
H -0.44714 0.34941 1.71176 0.13
H -1.41760 0.33226 -0.31206 0.05
H -0.41168 -0.54460 -1.70457 0.09
H 2.00973 1.36360 -0.79067 0.12
```

Largest force on an atom   4.620 eV/A
HOMO   -5.096 eV
Charge   -1
E_tot   -1257.42166 a.u.
Multiplicity   1

***

[2]
Computed, not measured: a cluster of 2 separate species, C3H7ClO2S in total at a distorted geometry, with wB97M-V/def2-TZVPD.

The geometry in XYZ format:
```
14
Properties=species:S:1:pos:R:3:lowdin_charge:R:1
Cl 0.02708 0.14820 -2.69652 0.63
S 1.45254 0.01016 0.28383 0.83
O 2.22757 0.78147 -0.61222 -0.59
O 0.05755 -2.34244 -1.89496 -0.11
C 0.30958 1.15083 1.14798 -0.47
C -0.21304 -1.07440 -1.47958 -0.72
C -0.88983 0.38085 1.60630 -0.18
H 0.87259 1.82331 1.77167 0.07
H -1.05797 -0.85714 -0.82366 0.04
H -0.70282 -0.26383 2.54718 0.10
H -1.64988 1.20763 1.81592 0.10
H -0.04240 1.75312 0.23610 0.10
H 0.73865 -2.39891 -2.71463 0.18
H -1.12963 -0.31885 0.81259 0.01
```

Largest force on an atom   4.821 eV/A
HOMO (spin up / spin down)   -7.920 / -7.725 eV
E_tot   -1127.23253 a.u.
Multiplicity   1

***

[3]
Computed, not measured: a cluster of 2 separate species, C3H7ClOS in total, with wB97M-V/def2-TZVPD.

The geometry in XYZ format:
```
13
Properties=species:S:1:pos:R:3:lowdin_charge:R:1
Cl -1.09666 -1.87740 0.17807 0.62
S 3.53421 -0.46070 -0.29880 0.49
O 0.55020 0.82510 1.15930 0.04
C -0.55471 0.37297 1.26697 -0.33
C -0.98977 0.46935 -1.23092 -0.12
C -1.40465 -0.09288 0.11035 -0.67
H 3.58241 -1.43827 0.59299 -0.23
H -1.23989 1.52715 -1.26278 0.09
H -2.46898 0.03408 0.31563 0.10
H -1.50741 -0.04319 -2.03687 0.08
H 0.08322 0.35920 -1.36752 0.07
H -1.01043 0.18417 2.25496 0.12
H 2.52247 0.14045 0.31862 -0.27
```

Largest force on an atom   0.524 eV/A
HOMO   -9.395 eV
E_tot   -1052.10643 a.u.
Multiplicity   1
SMILES   C[C@@H](Cl)C=O.S

***

[4]
Computed, not measured: an isolated molecule of C3H7ClOS at a distorted geometry, with wB97M-V/def2-TZVPD.

The geometry in XYZ format:
```
13
Properties=species:S:1:pos:R:3:lowdin_charge:R:1
Cl -2.12167 -0.12596 -3.42156 0.08
S -0.29427 0.53761 -3.10232 0.37
O 0.15197 -1.17758 -0.82262 -0.20
C 0.07031 0.15564 -1.18989 -0.65
C -0.84312 1.21999 -0.39337 -0.08
C 0.89313 -1.33605 0.46542 -0.01
H 1.08541 0.53773 -1.33289 0.07
H 0.63374 -2.28323 0.80066 0.07
H 0.56292 -0.68308 1.20937 0.05
H -0.66595 2.14997 -0.85839 0.04
H 1.89980 -1.09936 0.12201 0.10
H -1.86937 0.87755 -0.48283 0.06
H -0.47073 1.05897 0.70294 0.10
```

Largest force on an atom   4.880 eV/A
HOMO   -8.732 eV
E_tot   -1052.05567 a.u.
Multiplicity   1
SMILES   CO[C@H](C)SCl

***

[5]
Computed, not measured: a cluster of 2 separate species, C3H7ClSi in total at a distorted geometry, with wB97M-V/def2-TZVPD.

The geometry in XYZ format:
```
12
Properties=species:S:1:pos:R:3:lowdin_charge:R:1
Cl 3.21776 -0.80247 -0.10827 0.51
Si -3.37834 -0.98602 0.03737 0.58
C 0.81973 0.38340 0.91865 -0.17
C 1.46890 -0.27112 -0.20403 -0.68
C 1.26040 1.19527 -0.23783 -0.18
H 2.23624 1.66063 -0.23427 0.10
H 1.49598 0.61086 1.70279 0.09
H 1.11981 -0.99958 -0.97761 0.10
H -0.27154 0.05340 0.99118 0.09
H -3.81064 -2.20327 -0.64543 -0.28
H 0.47467 1.49570 -0.87574 0.09
H -4.63297 -0.13681 -0.36682 -0.23
```

Largest force on an atom   3.554 eV/A
HOMO   -9.111 eV
E_tot   -868.02860 a.u.
Multiplicity   1

***

[6]
Computed, not measured: an isolated molecule of C3H7ClSi at a distorted geometry, with wB97M-V/def2-TZVPD.

The geometry in XYZ format:
```
12
Properties=species:S:1:pos:R:3:lowdin_charge:R:1
Cl 0.29608 0.11795 -3.37544 0.20
Si 1.28766 -0.02318 -1.60197 0.28
C -1.08265 0.82256 0.28317 -0.16
C 0.09062 -1.29633 0.78306 -0.08
C -0.06129 -0.21004 0.06135 -0.45
H -2.05216 0.55646 -0.19839 0.08
H -0.28435 -1.45537 1.83614 0.08
H 1.86628 1.33937 -1.57722 -0.09
H 2.48666 -0.90773 -1.62322 -0.07
H 0.87868 -2.01074 0.70236 0.03
H -1.37377 0.95081 1.45599 0.13
H -0.86206 1.75900 -0.17114 0.04
```

Largest force on an atom   3.473 eV/A
HOMO   -9.857 eV
E_tot   -868.16460 a.u.
Multiplicity   1
SMILES   C=C(C)[SiH2]Cl